{
  "formula": "C19H24N5O3",
  "method": "ωB97M-V with the def2-TZVPD basis set",
  "species": ["C", "C", "C", "C", "C", "C", "O", "C", "C", "C", "C", "C", "C", "C", "C", "H", "H", "H", "H", "H", "H", "H", "H", "H", "H", "H", "H", "H", "H", "H", "H", "H", "H", "H", "H", "H", "O", "N", "C", "C", "N", "N", "N", "N", "C", "C", "C", "O", "H", "H", "H"],
  "positions_angstrom": [[-0.21324, 3.26859, -2.41768], [0.15951, 2.17484, -1.41234], [1.29707, 1.33606, -1.99875], [0.63439, 2.85164, -0.12123], [-1.03793, 1.24145, -1.10500], [-0.91336, 0.22646, -0.07169], [0.23436, -0.03733, 0.43808], [-2.11906, -0.45125, 0.36591], [-2.13437, -1.34548, 1.63200], [-3.56516, -1.70717, 2.05461], [-1.46221, -0.62604, 2.80202], [-1.42262, -2.66190, 1.33604], [-3.26196, -0.31305, -0.39862], [-3.32761, 0.54916, -1.49238], [-2.22148, 1.33928, -1.81651], [-1.05334, 3.86779, -2.04205], [0.64094, 3.94433, -2.57997], [-0.48565, 2.83281, -3.38644], [1.57635, 0.57893, -1.26054], [0.96082, 0.83109, -2.91313], [2.17912, 1.95013, -2.22579], [0.95828, 2.09492, 0.60208], [1.47694, 3.52574, -0.32180], [-0.18802, 3.42786, 0.32210], [-4.05342, -2.33165, 1.29883], [-3.54728, -2.28353, 2.99162], [-4.17026, -0.80918, 2.22219], [-0.43260, -0.35243, 2.55725], [-2.02136, 0.28872, 3.03255], [-1.46231, -1.26533, 3.69241], [-0.41662, -2.49078, 0.94798], [-1.35975, -3.28633, 2.23598], [-1.97518, -3.21656, 0.56926], [-4.15871, -0.86599, -0.10927], [-4.25343, 0.63627, -2.06089], [-2.30883, 2.06738, -2.62700], [2.09528, 0.92668, 2.64714], [3.10432, 0.80671, 1.89674], [3.05235, -0.18513, 0.85226], [1.92721, -1.04985, 0.80971], [2.00666, -2.01826, -0.18409], [0.96804, -2.84158, -0.54119], [1.25611, -3.34389, -1.70804], [2.46368, -2.88518, -2.17177], [2.92152, -2.03409, -1.22450], [4.06621, -1.18428, -1.12543], [4.13563, -0.30937, -0.05388], [4.13514, 1.52464, 2.01127], [1.44258, -1.31524, 1.74447], [4.83952, -1.33809, -1.87478], [5.03371, 0.25747, 0.18226]],
  "forces_ev_per_angstrom": [[0.00, 0.06, 0.00], [-0.21, -0.34, 0.02], [0.13, -0.20, 0.02], [0.01, -0.10, 0.22], [0.32, -0.24, 0.35], [-1.19, 0.02, -0.82], [0.73, 0.32, 0.72], [0.60, 0.07, 0.06], [-0.05, -0.01, -0.41], [-0.06, 0.08, 0.12], [0.04, 0.15, 0.04], [0.31, -0.02, 0.00], [-0.42, 0.33, -0.12], [-0.07, 0.01, -0.14], [-0.42, -0.01, 0.15], [0.13, -0.07, -0.15], [-0.16, -0.21, 0.08], [0.00, 0.15, 0.11], [0.01, 0.12, -0.29], [0.13, 0.07, 0.10], [-0.11, -0.03, -0.01], [-0.16, 0.24, -0.12], [-0.11, -0.02, -0.02], [0.18, -0.03, -0.03], [-0.01, 0.09, 0.13], [0.09, 0.13, -0.19], [0.00, -0.11, -0.03], [-0.20, 0.05, 0.07], [0.15, -0.06, 0.05], [-0.03, 0.02, -0.04], [-0.54, -0.09, 0.28], [-0.05, 0.02, 0.00], [0.13, 0.01, 0.04], [0.24, 0.24, -0.22], [0.20, -0.02, 0.08], [-0.04, -0.28, 0.26], [2.34, -0.37, -1.58], [-0.43, 1.13, 1.62], [-0.76, -0.67, -0.05], [1.55, -0.41, 0.56], [-0.33, 0.30, -1.14], [0.67, -0.53, -1.13], [1.15, 1.20, 1.46], [-0.09, 0.70, 1.30], [-1.01, -0.13, -0.19], [0.03, -0.07, 0.53], [-0.07, -0.64, -0.81], [-1.92, -1.45, -0.33], [-0.38, 0.24, -0.56], [-0.02, 0.31, 0.36], [-0.29, 0.09, -0.36]],
  "charge": -1,
  "lumo_ev": 1.99,
  "max_force_ev_per_a": 2.85,
  "homo_energy_ev": -3.835,
  "e_above_lowest_kcal_mol": 0.0,
  "total_energy_ha": -1237.80695
}

{
  "formula": "C28H73ClO10Si",
  "method": "ωB97M-V with the def2-TZVPD basis set",
  "species": ["C", "C", "O", "Si", "C", "C", "O", "Cl", "H", "H", "H", "H", "H", "H", "H", "H", "H", "C", "C", "C", "O", "H", "H", "H", "H", "H", "H", "H", "H", "C", "C", "C", "O", "H", "H", "H", "H", "H", "H", "H", "H", "C", "C", "C", "O", "H", "H", "H", "H", "H", "H", "H", "H", "C", "C", "C", "O", "H", "H", "H", "H", "H", "H", "H", "H", "C", "C", "C", "O", "H", "H", "H", "H", "H", "H", "H", "H", "C", "C", "C", "O", "H", "H", "H", "H", "H", "H", "H", "H", "C", "C", "C", "O", "H", "H", "H", "H", "H", "H", "H", "H", "C", "C", "C", "O", "H", "H", "H", "H", "H", "H", "H", "H"],
  "positions_angstrom": [[2.97281, 1.35879, 0.82022], [3.47691, 0.62806, -0.40592], [3.41248, -0.79465, -0.22916], [4.80987, -1.61729, -0.02482], [5.60636, -1.28944, 1.67172], [6.71474, -0.30406, 1.57438], [7.65795, -0.36912, 0.86345], [6.49751, 1.13241, 2.60179], [1.89948, 1.22845, 0.94696], [3.19587, 2.42259, 0.74943], [3.46778, 0.98143, 1.71665], [4.50234, 0.94349, -0.62881], [2.87237, 0.88121, -1.27531], [4.54325, -3.06181, -0.13923], [5.74583, -1.21921, -1.09323], [6.04486, -2.21166, 2.05672], [4.86403, -0.94325, 2.38472], [-0.99511, 1.83808, 2.91442], [-0.21955, 3.14559, 2.91364], [-1.02415, 4.28001, 3.52603], [0.20305, 3.47527, 1.58868], [-1.90767, 1.92931, 2.31960], [-0.39453, 1.03743, 2.48023], [-1.28156, 1.54701, 3.92596], [0.70754, 3.01862, 3.47497], [-1.93721, 4.44923, 2.94696], [-0.44719, 5.20512, 3.51786], [-1.30503, 4.06189, 4.55571], [-0.58782, 3.59760, 1.05287], [-3.05589, 6.99824, 6.76545], [-2.00477, 6.23930, 7.56090], [-1.40307, 7.09277, 8.66643], [-0.98757, 5.73273, 6.69849], [-2.60706, 7.87127, 6.28368], [-3.47630, 6.36437, 5.98483], [-3.86605, 7.34439, 7.40837], [-2.45899, 5.34996, 8.00022], [-0.90724, 7.96875, 8.23921], [-0.65922, 6.52578, 9.22537], [-2.16960, 7.44112, 9.35963], [-0.55248, 6.48386, 6.28109], [1.08653, 1.23701, -5.37872], [1.39871, 1.32128, -3.89229], [0.54504, 2.36720, -3.19094], [2.78591, 1.58905, -3.68790], [1.30271, 2.19241, -5.86611], [1.70151, 0.47428, -5.85670], [0.03689, 0.99734, -5.55289], [1.22932, 0.34686, -3.43087], [0.73715, 3.35658, -3.61547], [0.78415, 2.40762, -2.12778], [-0.51808, 2.14877, -3.30081], [2.96976, 2.44975, -4.07917], [-5.12307, -1.85900, 1.40259], [-3.86841, -1.00539, 1.40595], [-2.66770, -1.77042, 1.94160], [-4.09947, 0.17401, 2.17430], [-5.36005, -2.14980, 2.42866], [-5.96803, -1.29584, 1.00890], [-5.00368, -2.76584, 0.80726], [-3.65040, -0.65455, 0.39585], [-2.85640, -2.09175, 2.96945], [-1.78119, -1.13632, 1.94520], [-2.46030, -2.65599, 1.33913], [-4.33855, -0.11237, 3.06567], [-8.04752, -0.64383, 3.41900], [-7.32553, -0.99057, 4.71074], [-8.08032, -0.51313, 5.94017], [-5.99737, -0.44815, 4.70030], [-8.13032, 0.44194, 3.31786], [-7.48738, -1.01504, 2.56516], [-9.05243, -1.06648, 3.38712], [-7.18622, -2.07092, 4.77120], [-8.19140, 0.57437, 5.91617], [-7.53964, -0.77572, 6.84906], [-9.07610, -0.95488, 5.98635], [-6.08523, 0.51124, 4.66111], [5.45491, 4.08734, -6.45858], [3.95940, 4.29761, -6.28406], [3.24608, 4.44431, -7.61897], [3.69969, 5.42387, -5.44835], [5.89935, 4.95149, -6.95962], [5.94076, 3.97609, -5.48970], [5.66394, 3.19994, -7.05669], [3.53999, 3.44362, -5.75150], [3.62634, 5.31865, -8.15367], [2.17573, 4.58554, -7.46761], [3.39651, 3.56646, -8.24840], [4.05725, 6.20375, -5.88529], [2.39477, -5.21796, -4.39740], [2.71797, -5.27830, -2.91417], [2.19259, -4.06014, -2.17187], [4.12728, -5.41820, -2.71026], [2.86712, -4.34037, -4.84990], [2.77571, -6.10339, -4.90678], [1.31954, -5.15744, -4.56437], [2.27763, -6.17953, -2.49162], [2.65599, -3.14677, -2.55735], [2.43088, -4.12635, -1.11045], [1.11124, -3.96547, -2.28122], [4.55369, -4.63634, -3.07689], [-1.40825, -9.10254, -4.16316], [0.05520, -8.69459, -4.09785], [0.93984, -9.82759, -3.60208], [0.22221, -7.53238, -3.28607], [-1.76856, -9.37626, -3.16763], [-2.02029, -8.27729, -4.52638], [-1.55076, -9.95911, -4.82284], [0.38820, -8.38500, -5.08959], [0.64558, -10.12129, -2.59063], [1.98266, -9.51275, -3.56974], [0.85944, -10.70345, -4.24682], [-0.05951, -7.75350, -2.39176]],
  "forces_ev_per_angstrom": [[0.06, -0.19, 0.15], [-0.18, 0.22, 0.05], [-0.07, 0.05, 0.12], [0.09, -0.34, -0.32], [0.00, 0.16, 0.16], [-0.04, 0.03, -0.34], [0.27, -0.12, 0.01], [-0.05, 0.33, 0.25], [-0.03, 0.05, -0.01], [-0.11, 0.05, -0.06], [0.04, 0.02, 0.02], [0.07, -0.07, -0.05], [0.07, -0.04, -0.07], [-0.15, 0.03, 0.12], [0.16, 0.05, 0.08], [-0.02, -0.14, -0.14], [-0.12, -0.12, 0.03], [0.06, -0.02, -0.08], [-0.16, -0.05, 0.02], [0.04, 0.05, -0.07], [0.07, 0.02, 0.01], [-0.04, 0.00, 0.05], [0.03, 0.01, 0.02], [-0.01, 0.01, 0.01], [0.05, 0.01, -0.01], [-0.02, -0.04, 0.01], [0.02, -0.01, 0.01], [0.01, 0.01, 0.02], [-0.02, 0.01, -0.02], [0.01, -0.06, -0.06], [-0.02, 0.14, 0.00], [0.07, -0.05, -0.01], [-0.04, -0.05, 0.06], [0.00, 0.03, 0.03], [0.00, -0.02, 0.01], [0.00, 0.01, 0.01], [0.00, -0.04, 0.00], [-0.03, 0.03, 0.00], [-0.01, -0.02, 0.00], [-0.01, 0.01, -0.01], [0.03, 0.00, -0.03], [0.08, -0.06, -0.03], [-0.11, 0.14, -0.08], [0.05, -0.01, 0.06], [-0.03, -0.09, -0.01], [-0.05, 0.04, 0.03], [0.00, -0.02, 0.02], [-0.01, 0.01, 0.01], [0.04, -0.04, 0.02], [-0.02, 0.00, -0.03], [0.00, -0.02, 0.01], [0.00, -0.01, -0.01], [0.06, 0.07, 0.09], [-0.05, -0.10, -0.08], [-0.01, -0.08, 0.17], [0.04, 0.07, 0.01], [0.12, 0.07, -0.03], [-0.01, -0.06, 0.02], [0.02, 0.03, -0.06], [0.05, 0.01, -0.01], [-0.02, 0.05, -0.02], [-0.02, -0.03, 0.00], [0.00, 0.00, -0.02], [-0.01, -0.01, -0.01], [-0.12, -0.01, 0.01], [0.05, 0.05, -0.01], [-0.07, 0.10, -0.01], [0.07, -0.01, 0.03], [-0.01, -0.05, -0.02], [-0.05, 0.01, 0.02], [-0.02, 0.00, -0.03], [0.00, -0.01, 0.07], [0.07, -0.02, 0.00], [-0.04, 0.01, -0.03], [0.00, -0.02, -0.01], [-0.01, 0.00, -0.01], [0.02, 0.03, 0.01], [0.01, 0.01, 0.10], [0.14, 0.14, -0.24], [-0.09, 0.01, 0.05], [-0.07, -0.14, 0.07], [-0.01, -0.01, -0.05], [-0.01, -0.02, 0.01], [-0.01, 0.00, -0.02], [-0.03, -0.02, 0.03], [0.04, -0.02, -0.03], [0.00, -0.01, 0.01], [0.02, 0.00, 0.00], [0.01, 0.04, 0.01], [0.07, -0.04, -0.04], [0.01, 0.19, -0.07], [0.04, -0.01, 0.08], [-0.06, -0.08, 0.03], [-0.03, 0.03, 0.01], [-0.01, -0.02, 0.02], [-0.01, -0.01, 0.02], [0.03, -0.06, 0.00], [-0.03, 0.02, -0.03], [-0.02, -0.01, 0.01], [-0.01, -0.01, -0.03], [0.03, 0.02, 0.00], [-0.01, 0.09, 0.00], [-0.03, -0.13, 0.06], [0.06, 0.07, 0.02], [-0.02, 0.03, -0.03], [0.01, -0.04, 0.01], [0.01, 0.01, -0.01], [0.01, -0.01, 0.00], [0.01, 0.03, -0.02], [-0.03, -0.03, -0.01], [0.00, 0.01, -0.02], [-0.01, -0.01, 0.00], [-0.01, 0.00, 0.02]],
  "lumo_ev": 0.60,
  "max_force_ev_per_a": 0.48,
  "smiles": "CCO[SiH2]CC(=O)Cl.CC(C)O.CC(C)O.CC(C)O.CC(C)O.CC(C)O.CC(C)O.CC(C)O.CC(C)O",
  "homo_energy_ev": -9.862,
  "e_above_lowest_kcal_mol": 0.0,
  "total_energy_ha": -2612.72384
}